Below is the ion C8H11BNO2 with charge -1, with properties calculated with ωB97M-V with the def2-TZVPD basis set.

Last column: Löwdin charge in e.
Atoms and positions in Å:
B  0.277  1.885  -0.158  -0.468
C  -3.158  -0.712  0.308  -0.222
O  2.971  -1.001  0.145  -0.059
H  -1.562  1.574  1.882  0.092
C  2.570  -2.284  0.104  -0.384
C  -2.458  -0.789  -0.863  -0.110
H  -2.761  -1.501  -1.615  0.085
C  -1.364  0.032  -1.058  -0.068
O  2.893  -3.116  0.920  0.061
C  -1.018  0.903  -0.036  -0.221
C  1.811  -0.159  0.527  -0.198
H  1.972  -2.560  -0.774  0.141
C  1.681  1.040  -0.367  -0.209
N  -2.901  0.121  1.314  0.046
H  2.538  1.677  -0.145  0.080
H  0.103  2.553  -1.177  0.045
C  -1.828  0.893  1.084  -0.149
H  1.950  0.182  1.549  0.126
H  0.918  -0.783  0.521  0.104
H  -0.777  0.000  -1.961  0.106
H  1.807  0.741  -1.408  0.079
H  -3.999  -1.385  0.444  0.083
H  0.334  2.690  0.763  0.040

Energy above the lowest of the compared OMol25 structures with the same formula, charge and spin ... 0.0 kcal per mole
Charge ... -1



Below is a structure of composition C5H7NO, with properties calculated with ωB97M-V with the def2-TZVPD basis set.

Last column: Löwdin charge in e.
Atoms and positions in Å:
H  -0.338  -1.347  2.194  0.122
C  0.516  1.342  -0.580  -0.145
C  -0.111  2.168  0.354  -0.103
H  1.658  -0.804  -1.776  0.093
H  -1.346  1.340  2.066  0.106
C  0.728  -1.090  -1.281  -0.009
H  -1.542  0.403  0.425  0.216
N  0.339  -0.011  -0.393  -0.105
O  -0.647  -1.395  1.281  0.071
C  -0.696  1.206  1.206  -0.120
H  0.884  -1.995  -0.688  0.091
H  1.078  1.639  -1.466  0.102
H  -0.038  -1.288  -2.040  0.098
C  -0.487  -0.167  0.698  -0.415

Energy above the lowest of the compared OMol25 structures with the same formula, charge and spin ... 110.3 kcal per mole



Below is the ion C4H8N2O2 with charge +1, with properties calculated with ωB97M-V with the def2-TZVPD basis set.

Last column: Löwdin charge in e.
Atoms and positions in Å:
H  -0.753  0.062  -1.557  0.164
N  1.424  1.412  -1.569  0.233
H  1.392  0.701  -2.307  0.144
C  -1.013  -0.531  1.707  0.016
N  -0.393  -0.663  0.388  -0.040
H  -1.141  0.509  1.999  0.108
H  -0.332  -0.793  2.529  0.118
O  0.715  2.232  0.334  0.193
C  -0.589  0.422  -0.514  -0.059
H  -1.913  -1.148  1.826  0.128
H  -1.627  0.894  -0.382  0.191
H  2.308  1.888  -1.399  0.154
H  0.470  -2.612  0.688  0.168
C  0.228  -1.827  -0.041  -0.211
O  0.645  -1.914  -1.169  0.128
C  0.579  1.368  -0.535  -0.435

Energy above the lowest of the compared OMol25 structures with the same formula, charge and spin ... 15.0 kcal per mole
Multiplicity ... 2
<S²> ... 0.763
Charge ... +1



Below is the molecule C5H7BrN2, with properties calculated with ωB97M-V with the def2-TZVPD basis set.

Last column: Löwdin charge in e.
Atoms and positions in Å:
H  0.871  -0.849  0.243  0.084
H  -2.734  -1.433  -0.634  0.151
H  1.144  1.034  0.357  0.055
H  1.251  1.669  -1.182  0.103
N  -0.970  -0.223  -0.281  -0.111
C  -2.187  -0.452  -0.801  -0.196
C  -0.582  1.035  -0.695  -0.311
H  -0.484  -1.377  1.172  0.083
C  0.634  1.775  -0.256  -0.035
H  0.665  2.753  0.167  0.074
C  -1.665  1.467  -1.469  -0.727
N  -2.610  0.518  -1.586  0.050
C  -0.113  -1.284  0.209  0.024
Br  -1.697  3.179  -2.329  0.682
H  -0.250  -2.051  -0.456  0.074

Energy above the lowest of the compared OMol25 structures with the same formula, charge and spin ... 0.0 kcal per mole
SMILES ... Cc1c(Br)ncn1C



Below is a structure of composition C6H9N2O2, with properties calculated with ωB97M-V with the def2-TZVPD basis set.

Last column: Löwdin charge in e.
Atoms and positions in Å:
C  -1.269  -0.289  0.385  -0.223
H  2.537  -0.881  -1.815  0.183
H  2.376  -0.486  1.157  0.222
C  1.533  2.035  0.665  0.129
H  -1.413  -0.225  1.421  0.134
H  2.596  2.040  0.808  0.117
C  1.865  -0.695  0.096  -0.287
C  -2.637  -0.368  -0.196  -0.025
C  -0.392  -1.501  0.150  -0.034
H  -2.910  0.545  -0.762  0.112
N  0.831  -1.539  -0.083  0.187
C  -0.349  0.781  -0.272  -0.361
H  -0.946  -2.353  0.009  0.122
N  0.970  0.942  0.415  0.095
O  -0.466  1.182  -1.380  0.206
H  1.056  3.002  0.587  0.133
H  -3.378  -0.420  0.596  0.102
O  2.741  -0.656  -0.868  0.116
H  -2.746  -1.114  -0.910  0.072

Energy above the lowest of the compared OMol25 structures with the same formula, charge and spin ... 95.1 kcal per mole
Multiplicity ... 3
<S²> ... 2.022
Charge ... +1



Below is a cluster of 2 separate species, C4H10O in total, with properties calculated with ωB97M-V with the def2-TZVPD basis set.

Last column: Löwdin charge in e.
Atoms and positions in Å:
H  -0.863  1.824  0.702  0.078
H  -0.987  -1.409  -1.152  0.082
H  0.876  1.738  1.040  0.078
C  0.113  1.573  0.271  -0.072
O  -1.181  -1.677  1.425  -0.085
H  -1.939  -1.136  1.678  0.041
H  1.822  0.132  -1.592  0.084
H  -1.969  0.000  -0.491  0.080
H  -0.509  -1.019  1.159  0.002
H  1.438  -1.454  -0.899  0.081
C  -0.988  -0.430  -0.683  -0.005
C  1.486  -0.381  -0.684  -0.069
C  0.138  0.184  -0.313  -0.457
H  2.254  -0.225  0.082  0.078
H  0.311  2.279  -0.543  0.084

Energy above the lowest of the compared OMol25 structures with the same formula, charge and spin ... 27.3 kcal per mole
SMILES ... C=C(C)C.O



Below is the molecule C7H8BNO5, with properties calculated with ωB97M-V with the def2-TZVPD basis set.

Last column: Löwdin charge in e.
Atoms and positions in Å:
O  1.682  0.708  -0.098  0.185
H  -0.679  -3.797  0.011  0.138
H  -3.189  -1.275  -2.293  0.125
H  -2.339  0.621  -1.452  0.128
C  0.046  0.864  0.302  0.055
O  -0.769  1.644  2.313  0.089
C  -0.890  -2.715  -0.312  -0.052
N  0.052  0.856  1.838  -0.393
C  -2.390  -1.338  -1.523  -0.128
O  1.796  2.821  0.868  0.202
H  -2.604  -3.360  -1.610  0.112
C  -1.939  -2.583  -1.235  -0.081
H  4.135  2.572  -0.240  0.142
C  -1.770  -0.231  -1.065  -0.026
O  3.724  1.683  -0.027  0.194
H  2.488  3.408  0.984  0.066
H  -0.350  1.888  0.140  0.163
C  -0.230  -1.608  0.126  -0.045
H  0.644  -1.602  0.781  0.128
B  2.412  1.718  0.306  -0.956
C  -0.656  -0.384  -0.233  -0.165
O  0.825  0.107  2.419  0.118

DFT total energy ... -19788.033 eV
Multiplicity ... 3
<S²> ... 2.011



Below is a cluster of 3 separate species, C16H22BrF7O6 in total, with properties calculated with ωB97M-V with the def2-TZVPD basis set.

Last column: Löwdin charge in e.
Atoms and positions in Å:
O  -1.191  0.329  -2.416  0.109
H  -1.099  0.190  -0.321  0.174
C  1.045  1.348  -1.281  -0.137
Br  -0.536  3.375  0.128  0.934
H  3.264  -1.753  -1.050  0.085
H  4.745  -1.290  -1.822  0.062
C  -5.148  0.003  -0.387  -0.534
H  4.145  2.074  -1.212  0.117
C  -7.020  -0.570  3.359  -0.030
H  -9.149  0.905  4.529  0.084
O  6.847  -1.761  -0.965  0.061
C  -7.413  -0.326  4.796  -0.507
H  9.334  -2.856  -2.415  0.086
C  8.380  -3.227  -2.035  -0.020
H  -7.913  -0.652  2.737  0.089
H  9.763  -1.840  0.023  0.086
H  8.333  -1.594  1.043  0.081
H  4.456  -0.881  -0.109  0.077
H  2.240  3.085  -0.763  0.096
F  -5.044  0.010  0.941  0.174
C  2.134  2.046  -0.481  -0.202
O  -0.703  2.495  -2.504  0.041
O  -7.105  -1.094  5.676  0.071
C  3.506  1.342  -0.717  -0.215
F  -3.321  2.230  -1.502  0.163
F  -5.817  -1.113  -0.732  0.171
F  -5.845  1.052  -0.822  0.194
H  0.990  0.320  -0.957  0.128
C  -2.855  1.177  -0.812  -0.415
H  -8.424  0.980  6.147  0.080
O  -1.574  1.505  -4.375  0.191
H  -6.401  0.250  2.999  0.071
H  3.977  1.125  0.237  0.112
C  -0.375  1.999  -1.192  -0.696
H  1.948  2.023  0.587  0.087
F  -4.013  -0.094  -2.421  0.175
C  -3.774  -0.037  -1.098  -0.347
H  7.649  -3.213  -2.840  0.082
O  3.407  0.226  -1.565  -0.193
H  -7.637  1.807  4.789  0.084
C  -1.395  0.839  -1.136  -0.218
C  -1.186  1.461  -3.235  -0.484
H  8.507  -4.253  -1.687  0.086
H  -6.455  -1.497  3.291  0.084
H  1.330  1.426  -2.317  0.136
C  4.022  -0.968  -1.096  -0.091
C  -8.208  0.925  5.083  -0.026
H  8.937  -3.236  0.751  0.086
F  -3.139  -1.176  -0.754  0.165
C  7.900  -2.352  -0.904  -0.488
F  -2.910  1.486  0.498  0.108
C  8.793  -2.250  0.308  -0.021

DFT total energy ... -118297.768 eV
SMILES ... COCCC[C@@]1(Br)OC(=O)O[C@@H]1C(F)(F)C(F)(F)C(F)(F)F.CC(C)=O.CC(C)=O



no.,largest force on an atom (eV/Å)
1,1.391
2,0.741
3,4.149
4,3.973
5,3.723
6,1.049
7,5.841
8,2.422